C16H19N2O3Sc | wB97M-V/def2-TZVPD

The geometry in XYZ format:
```
41
C16H19N2O3Sc, DFT wB97M-V/def2-TZVPD
Sc -0.04 0.20 0.09
O -2.00 0.74 0.38
C -2.02 1.83 1.47
C -0.93 1.40 2.47
O -0.83 1.80 3.57
O 0.06 0.60 1.89
C -1.50 3.11 0.83
C -1.88 4.34 1.35
C -1.35 5.51 0.85
C -0.41 5.49 -0.17
C 0.01 4.27 -0.69
C -0.54 3.11 -0.19
C -3.42 1.87 2.00
C -3.79 1.22 3.18
C -5.12 1.20 3.55
C -6.09 1.80 2.76
C -5.73 2.43 1.57
C -4.39 2.47 1.20
H -2.90 0.69 0.04
H -2.60 4.37 2.16
H -1.67 6.46 1.27
H 0.00 6.41 -0.56
H 0.74 4.23 -1.49
H -0.15 2.20 -0.68
H -3.05 0.77 3.83
H -5.41 0.72 4.48
H -7.13 1.77 3.06
H -6.48 2.90 0.96
H -4.12 3.00 0.29
N 1.96 -0.77 -0.40
C 1.94 -2.02 0.42
C 0.71 -2.83 0.05
N -0.52 -2.00 0.29
H 2.15 -1.01 -1.38
H 2.77 -0.20 -0.12
H 1.92 -1.72 1.47
H 2.84 -2.61 0.26
H 0.67 -3.75 0.62
H 0.73 -3.10 -1.00
H -0.80 -2.09 1.26
H -1.29 -2.38 -0.25
```

* HOMO: -15.0225 eV
* HOMO-LUMO gap: 7.604 eV
* total charge: +2
* energy: -46711.3339 eV

Results of the Löwdin charge analysis, in e, for atoms 1 through 8: 1.25, -0.09, -0.23, -0.44, 0.23, -0.11, -0.16, 0.02